## P
DFT (ωB97M-V/def2-TZVPD) results for a single C2H5NOS molecule.

Element x y z (Å)
C (1.2831, -0.4937, -0.0165)
C (0.1233, 0.5034, -0.1776)
O (0.4139, 1.7422, -0.1430)
N (-1.0225, -0.0912, -0.4354)
S (-2.7678, 0.2715, -0.1477)
H (2.1874, 0.3148, -0.1864)
H (1.3620, -1.0470, 0.9656)
H (1.4641, -0.9435, -1.1289)
H (-0.5468, -0.9660, 0.1708)
H (-2.4965, 0.7095, 1.0990)

As for the highest occupied orbital energy: -9.718 eV.

## Q
DFT (ωB97M-V/def2-TZVPD) results for a single C2H5NOS molecule.

Element x y z (Å)
O (0.9328, -1.2279, -0.2200)
C (0.8436, 0.0586, 0.3612)
C (-0.2936, 1.0119, -0.0920)
N (-1.5274, 0.8058, -0.2453)
S (-2.3501, -0.6016, 0.0835)
H (0.9748, -1.1239, -1.1468)
H (1.7626, 0.6661, 0.1797)
H (0.9007, -0.0981, 1.4476)
H (0.0741, 1.9864, -0.3719)
H (-1.3175, -1.4774, 0.0041)

As for the highest occupied orbital energy: -8.950 eV.

Name the least stable of them. P.

## P
DFT (ωB97M-V/def2-TZVPD) results for a single C4H5NO2S molecule.

Element x y z (Å)
O (1.7430, -1.7103, -0.0168)
C (1.1958, -0.4733, 0.0081)
C (1.8503, 0.7955, -0.0001)
C (0.8601, 1.7622, -0.0014)
N (-0.3283, 1.1216, 0.0240)
O (-1.5467, 1.7565, 0.0672)
C (-0.1601, -0.2680, 0.0426)
S (-1.5246, -1.3466, -0.0783)
H (2.6987, -1.6386, 0.0171)
H (2.9055, 1.0102, -0.0434)
H (0.8953, 2.8473, -0.0055)
H (-1.9740, 1.5472, -0.7940)
H (-1.8799, -1.3398, 1.2137)

As for the highest occupied orbital energy: -8.242 eV.

## Q
DFT (ωB97M-V/def2-TZVPD) results for a single C4H5NO2S molecule.

Element x y z (Å)
C (1.9983, 0.6990, -0.7917)
C (0.7357, 0.2852, -0.4652)
O (-0.1037, -0.2802, -1.4308)
C (-1.2484, -0.7697, -0.7881)
C (-1.1568, -0.3520, 0.6226)
S (-2.2272, -0.4315, 1.8468)
N (0.0806, 0.2033, 0.7314)
O (0.4700, 0.7983, 1.8620)
H (2.3266, 0.6991, -1.8154)
H (2.6560, 1.0266, -0.0053)
H (-1.2870, -1.8444, -0.9667)
H (-2.1538, -0.3824, -1.2728)
H (-0.0904, 0.3487, 2.4732)

As for the highest occupied orbital energy: -8.549 eV.

## R
DFT (ωB97M-V/def2-TZVPD) results for a single C4H5NO2S molecule.

Element x y z (Å)
O (1.5853, 1.8048, 0.0052)
C (1.3060, 0.4698, -0.2369)
C (1.8682, -0.6772, 0.2847)
C (0.9545, -1.6734, 0.4119)
C (-0.3811, -1.2473, 0.2290)
O (-1.6556, -1.6340, -0.0051)
N (-0.1322, 0.1061, -0.2751)
S (-1.4369, 1.1583, -0.1826)
H (0.8748, 2.1316, -0.6859)
H (2.9320, -0.8137, 0.3419)
H (1.2363, -2.6305, 0.7706)
H (-1.6491, -2.1172, -0.9683)
H (-1.4007, 1.5568, 1.2571)

As for the highest occupied orbital energy: -8.007 eV.

## S
DFT (ωB97M-V/def2-TZVPD) results for a molecular structure, C4H5NO2S.

Element x y z (Å)
C (-1.9131, -0.1304, -0.1145)
C (-0.4841, 0.3979, -0.1472)
C (1.8441, -0.1839, -0.0034)
C (2.8692, -0.9416, -0.0850)
H (-3.8052, 0.5016, 0.1827)
H (-2.4661, 1.7315, 0.3739)
H (2.0704, 0.7944, -0.0855)
H (3.9613, -0.2408, -0.4373)
H (2.9856, -2.0592, 0.3199)
N (-2.8258, 0.8508, 0.1173)
O (-0.3157, 1.5478, -0.2294)
O (0.3822, -0.5758, 0.2457)
S (-2.3027, -1.6922, -0.1372)

As for the highest occupied orbital energy: -8.643 eV.

Name the least stable of them. R.

## P
DFT (ωB97M-V/def2-TZVPD) results for a single C4H5NO2S molecule.

Element x y z (Å)
C (-0.7117, -1.7023, -0.7972)
C (-0.5521, -0.2494, -0.1609)
N (-1.5439, 0.7098, -0.1507)
O (-0.8127, 1.8990, 0.2202)
C (0.8241, 0.0322, -0.0170)
S (1.8764, 0.0570, -1.2639)
C (1.4171, 0.7841, 1.1646)
O (1.2093, 0.3129, 2.3569)
H (-1.8579, -2.0259, -0.8889)
H (-0.3346, -1.7391, -1.7833)
H (-0.1968, -2.3660, -0.0410)
H (-1.4463, 2.4998, 0.4168)
H (2.1291, 1.7876, 0.9445)

As for the highest occupied orbital energy: -9.529 eV.

## Q
DFT (ωB97M-V/def2-TZVPD) results for a single C4H5NO2S molecule.

Element x y z (Å)
O (1.7417, -1.7083, 0.0180)
C (1.1891, -0.4687, 0.0186)
C (1.8415, 0.7834, -0.0133)
C (0.8661, 1.7535, -0.0226)
N (-0.3375, 1.1228, -0.0290)
O (-1.5272, 1.7739, 0.1154)
C (-0.1808, -0.2467, 0.0355)
S (-1.5186, -1.3551, -0.0905)
H (2.7062, -1.6114, -0.0106)
H (2.9142, 0.9702, -0.0195)
H (0.9154, 2.8506, -0.0129)
H (-2.0312, 1.5433, -0.6707)
H (-1.8548, -1.3858, 1.1884)

As for the highest occupied orbital energy: -8.160 eV.

## R
DFT (ωB97M-V/def2-TZVPD) results for a single C4H5NO2S molecule.

Element x y z (Å)
N (-2.5748, -1.9483, -0.5895)
C (-1.6848, -1.2766, -0.1816)
C (-0.5816, -0.3803, 0.3235)
C (-0.7841, 1.1076, -0.2187)
O (0.3587, 1.9566, -0.3835)
O (0.6278, -0.9647, -0.2360)
C (1.8760, -0.6705, 0.4473)
S (3.2613, -0.8743, -0.4658)
H (-0.3519, -0.3166, 1.3755)
H (-1.3363, 1.1556, -1.2650)
H (-1.6542, 1.6521, 0.3418)
H (1.1169, 1.1381, -0.7947)
H (1.7268, -0.5787, 1.6467)

As for the highest occupied orbital energy: -9.887 eV.

## S
DFT (ωB97M-V/def2-TZVPD) results for a single C4H5NO2S molecule.

Element x y z (Å)
C (-0.3461, -1.1466, -1.2027)
C (0.2334, -0.6750, -0.1860)
N (0.9949, 0.5332, -0.0891)
C (1.0654, 1.6220, -0.8412)
O (1.5113, 2.7670, -0.3592)
O (-0.2168, -1.1291, 1.0788)
C (-1.0644, -0.5367, 1.9383)
S (-2.1832, 0.4723, 1.1347)
H (0.0959, -1.0611, -2.2827)
H (-1.2296, -1.8469, -1.1683)
H (1.6596, 0.4217, 0.8042)
H (0.4653, 1.5521, -1.8566)
H (-0.9858, -0.9727, 3.0296)

As for the highest occupied orbital energy: -9.237 eV.

Name the least stable of them. P.